This record from the OMol25 dataset describes C15H15F4N5O2S in the gas phase at a distorted geometry. The level of theory is ωB97M-V/def2-TZVPD.

Element x y z (Å)
C1 -1.866 -1.120 -2.833
O1 -0.781 -1.313 -2.052
C2 -0.023 -0.374 -1.925
C3 -0.361 1.070 -2.074
C4 0.445 2.162 -1.886
C5 1.713 1.891 -1.363
C6 1.995 0.428 -0.764
N1 3.389 0.395 -0.415
C7 3.822 -0.695 0.223
S1 5.421 -0.990 0.418
N2 2.898 -1.457 1.233
N3 1.825 -1.068 1.689
C8 1.633 0.314 2.146
O2 2.664 1.290 2.035
C9 0.217 0.743 2.678
N4 -0.835 0.162 1.629
N5 -0.922 -0.974 1.354
C10 -2.030 -1.308 0.990
C11 -2.317 -2.718 0.448
F1 -3.346 -3.371 1.316
F2 -1.338 -3.451 0.513
C12 -2.549 -0.025 0.488
C13 -1.865 0.916 1.180
C14 -1.811 2.419 0.880
F3 -2.815 2.647 -0.069
F4 -2.117 2.907 2.147
C15 1.131 -0.560 -1.137
H1 -1.439 -0.667 -3.858
H2 -2.563 -0.431 -2.508
H3 -2.422 -2.052 -2.884
H4 -1.411 1.555 -2.490
H5 0.122 3.250 -2.133
H6 2.458 2.485 -1.160
H7 3.969 1.086 -0.652
H8 3.462 -2.042 1.995
H9 0.982 -1.488 1.408
H10 0.113 0.196 3.565
H11 0.197 1.982 2.679
H12 -2.898 -2.834 -0.447
H13 -3.377 -0.016 -0.099
H14 -0.895 2.636 0.575
H15 1.525 -1.580 -0.841

Calculated values
SMILES: COc1cccc(NC(=S)NNC(=O)Cn2nc(C(F)F)cc2C(F)F)c1
Energy above the lowest of the compared OMol25 structures with the same formula, charge and spin: 266.6 kcal/mol
E: -49037.2129 eV
E_LUMO: -0.0017 Eh
HOMO level: -8.09 eV
Max |F|: 13.67 eV/Å
Orbital gap: 8.0 eV

These are the Mulliken partial charges, in e, on atoms 1 to 5: -0.949, -0.323, -0.393, 0.378, -0.862